DFT (wB97M-V/def2-TZVPD) results for 2 unconnected molecules or ions with the total composition C11H14ClNS.

```
28
Properties=species:S:1:pos:R:3:forces:R:3
Cl 1.8319 -2.4022 0.1622 0.14 -0.21 -0.20
S -3.1694 0.9992 1.0460 1.64 -0.12 -0.67
N 2.3364 1.5234 0.1302 -0.48 2.22 -0.16
C -0.4814 -0.5156 0.1594 -2.43 -1.24 1.11
C -2.6634 -0.5285 0.2590 -0.55 0.86 -1.69
C 1.7286 0.3632 0.0166 -0.65 -2.53 -0.22
C 2.5393 -0.8065 0.2395 -0.08 0.10 -0.24
C 4.4450 0.5392 0.6797 0.39 0.75 0.62
C 3.8975 -0.7185 0.4566 -1.42 0.06 0.64
C 3.5523 1.6211 0.5182 3.25 1.25 0.16
C -3.2097 -0.5574 -1.2319 1.53 0.63 1.37
C 0.2994 0.4166 -0.3075 2.15 -0.06 0.87
C 0.0552 1.4667 -1.2129 -3.31 1.18 -3.10
C -2.9900 -1.6756 1.1851 -0.48 2.85 -1.09
H 0.4067 1.1112 -2.1618 0.72 -0.01 -0.79
H -2.8669 0.4000 -1.6481 -0.39 -0.39 -0.29
H 0.5817 2.2867 -0.9256 1.58 2.45 0.47
H -2.7719 -2.5703 0.7369 0.89 -2.31 -0.85
H 5.4318 0.7298 1.1404 -0.58 -0.36 -0.68
H -0.9498 1.8284 -1.5655 0.14 -0.60 1.23
H -2.4917 -1.4652 2.0962 0.07 -0.39 1.14
H -2.5969 1.9097 0.1682 -0.55 -0.82 0.45
H -4.0703 -1.5885 1.1794 -0.46 -0.30 0.86
H -2.7697 -1.3614 -1.7900 0.27 -0.42 -0.20
H 4.0451 2.6526 0.6311 -1.18 -1.29 -0.09
H 4.3879 -1.6514 0.5930 0.74 -0.44 0.05
H -0.2130 -1.3633 0.7191 -0.93 -1.01 1.03
H -4.2947 -0.6432 -1.2735 -0.05 0.14 0.28
```
Positions in Å, forces in eV/Å.

Computed properties:
Relative energy (zero: lowest compared OMol25 entry of this formula, charge and spin)   43.4 kcal/mol
2S+1   3

DFT (wB97M-V/def2-TZVPD) results for 7 unconnected molecules or ions with the total composition C19H50N2O7.

```
78
Properties=species:S:1:pos:R:3:forces:R:3
O 7.1349 5.1089 -2.1163 0.65 0.76 -0.55
O 2.6325 -1.4032 -1.5537 0.55 -0.76 -1.03
O -5.3737 -2.2853 -1.1986 0.39 0.01 -1.58
O 0.1225 3.5439 2.4417 0.80 -0.73 -0.17
O 4.1173 3.2867 5.5972 -0.99 0.02 0.06
O -4.4204 0.4684 -4.3991 0.19 1.12 -0.69
O 2.0140 -9.9904 -0.5911 -0.68 -0.42 0.00
N 2.5411 -0.1361 0.2262 2.81 1.52 2.42
N 5.8001 5.0806 -3.9537 0.60 2.00 -2.65
C 0.5112 -0.8955 -0.5901 -0.88 -0.45 -0.61
C -6.4426 -2.4155 0.9256 -0.92 0.44 0.76
C 5.1738 2.4891 5.1012 0.81 0.19 1.43
C 5.2830 3.6239 -2.1939 0.06 0.74 0.11
C -1.1260 5.3570 3.3905 0.29 -0.41 -0.74
C 5.5617 1.3982 6.1296 -0.82 -1.05 -1.15
C 0.7349 -9.5120 -0.1686 0.49 3.53 0.51
C -0.4662 -10.1667 -0.8431 1.72 0.29 -0.16
C 6.1715 4.7449 -2.7501 -1.00 -3.07 3.34
C -5.2864 0.8103 -5.5335 1.44 -3.15 0.36
C 0.7311 5.7879 1.5733 0.03 -0.91 0.07
C 6.3409 3.3938 4.9240 0.47 0.07 -0.98
C -6.3792 1.7005 -5.0904 -0.64 0.96 0.03
C 0.8708 -7.9107 -0.3260 -0.21 -0.78 0.19
C -5.0612 -0.4227 0.2502 -0.56 -0.73 -0.12
C 1.9882 -0.7952 -0.7375 -2.45 -0.72 -1.14
C -0.3572 4.8231 2.1486 -1.62 1.89 0.21
C -5.2395 -1.9818 0.1457 0.07 1.16 0.88
C -5.7239 -0.5817 -6.0928 0.20 0.40 -0.04
H -4.1579 -0.0060 -0.1953 0.28 -0.50 0.18
H 6.4515 5.7572 -4.3252 -0.45 0.28 -0.64
H -4.6612 1.2342 -6.3194 0.22 0.36 0.38
H 6.5089 3.9454 5.8490 0.42 0.08 -0.26
H 3.9589 3.0508 6.5141 -0.06 0.01 0.00
H -1.9783 4.7005 3.5655 0.05 -0.14 0.12
H 0.2234 3.4204 3.3884 0.12 0.18 0.07
H 5.3899 3.6360 -1.1092 -0.12 -0.32 -0.15
H -6.0593 2.7397 -5.0142 0.21 0.02 -0.07
H 0.5977 -9.6403 0.9051 0.32 -0.20 0.26
H -5.9863 -0.5281 -7.1494 -0.90 0.11 0.16
H -0.4583 5.2981 4.2501 -0.04 0.37 0.20
H -4.8601 -0.1984 -3.8667 -0.20 -0.08 0.01
H 1.3188 5.1285 0.9348 0.71 0.03 0.42
H -1.5484 6.3519 3.2499 0.37 0.12 0.04
H -5.2584 -3.2130 -1.4169 0.03 -0.10 0.38
H 4.7471 0.6856 6.2595 -0.30 0.02 0.06
H -0.0306 -0.6117 -1.4923 0.06 0.01 0.04
H 2.1527 0.6307 0.7567 0.00 -0.43 -0.09
H 0.0449 -7.4008 0.1699 -0.29 -0.10 -0.20
H -0.3313 -11.1894 -0.4910 -0.75 -0.34 -0.57
H -5.1512 -0.1279 1.2957 0.23 0.07 -0.01
H -7.3459 -1.9522 0.5289 -0.03 0.34 0.13
H -0.2510 -10.0409 -1.9042 -0.52 -0.48 -0.19
H 0.3917 -1.9718 -0.4659 -0.45 -0.04 0.09
H 6.1159 4.0211 4.0615 0.10 0.63 0.36
H -4.4071 -2.4411 0.6789 0.67 -0.21 -0.58
H 4.2517 3.8087 -2.4945 -0.15 -0.19 0.19
H 7.1660 2.7728 4.5754 0.49 0.20 0.42
H 5.6025 2.6860 -2.6482 0.03 -0.05 0.23
H -5.8609 0.0842 -0.2899 -0.32 -0.21 0.00
H 4.8423 5.0690 -4.2741 0.37 -0.16 0.13
H 0.9983 -7.5020 -1.3285 -0.56 -0.59 -0.42
H 4.9333 2.2039 4.0771 -0.47 -1.02 0.31
H -6.4481 -1.0407 -5.4197 -0.62 0.15 -0.39
H 2.1951 -10.8110 -0.1270 0.07 -0.17 -0.06
H 0.5305 6.6032 0.8782 -1.27 -0.06 0.13
H 3.5251 -0.3637 0.2288 0.28 0.90 0.46
H -6.7014 1.4436 -4.0813 -0.30 -0.31 -0.16
H -1.1469 4.6491 1.4176 0.20 0.17 -0.50
H -6.2397 -2.0760 1.9413 -0.50 0.03 0.23
H -7.2010 1.6873 -5.8065 -0.22 -0.09 0.16
H -1.4340 -9.7438 -0.5738 0.20 -0.04 0.12
H -6.7088 -3.4695 1.0045 0.67 -0.27 -0.35
H 0.1143 -0.3814 0.2853 0.05 0.01 -0.14
H -4.9311 -1.3291 -6.1244 0.62 0.48 0.32
H 1.2853 6.2919 2.3651 0.42 -0.54 0.12
H 6.3691 0.7706 5.7524 0.23 0.22 -0.02
H 5.8288 1.7308 7.1327 0.08 0.61 -0.22
H 1.7602 -7.4822 0.1360 0.21 -0.71 0.52
```
Positions in Å, forces in eV/Å.

Computed properties:
Structure (SMILES)   CC(N)=O.CC(N)=O.CC(C)O.CC(C)O.CC(C)O.CC(C)O.CC(C)O
Relative energy (zero: lowest compared OMol25 entry of this formula, charge and spin)   56.9 kcal/mol
2S+1   1

DFT (wB97M-V/def2-TZVPD) results for 2 unconnected molecules or ions with the total composition C4H10S.

```
15
Properties=species:S:1:pos:R:3:forces:R:3
S -1.3460 -1.8913 -1.5086 1.05 1.40 -0.36
C 1.8553 1.1570 0.2964 -1.24 0.36 2.35
C -2.4759 -0.3472 -1.4370 -0.39 -1.00 -1.52
C 0.4172 -0.2135 1.8900 5.70 -0.26 -3.77
C 1.6090 -0.1630 1.0409 -4.01 -0.29 3.09
H 2.9349 1.3001 0.3265 -0.12 0.50 -0.76
H 2.3752 -0.9977 1.0475 -1.20 1.02 -0.28
H 1.3581 1.9579 1.0053 1.13 -1.22 -1.60
H -0.0356 -1.3974 -1.9563 -2.41 -0.35 0.77
H -2.1056 0.4106 -0.7496 -0.04 -0.26 0.15
H 1.3218 1.2359 -0.6732 0.87 -0.18 0.35
H -2.4647 0.0945 -2.5067 -0.51 -0.75 1.88
H 0.1838 -1.1069 2.4394 -0.32 0.09 0.22
H -0.0972 0.7245 1.8826 -0.82 0.00 0.39
H -3.5303 -0.7634 -1.0973 2.30 0.94 -0.90
```
Positions in Å, forces in eV/Å.

Computed properties:
Structure (SMILES)   C=CC.CS
Relative energy (zero: lowest compared OMol25 entry of this formula, charge and spin)   56.7 kcal/mol
2S+1   1

DFT (wB97M-V/def2-TZVPD) results for a molecular structure, C26H59CrF12N7O14S4.

```
123
Properties=species:S:1:pos:R:3:forces:R:3
Cr 18.2566 6.2346 21.6201 0.03 0.65 -0.41
S 19.9738 3.6869 22.9558 1.62 1.16 -0.35
S 17.4003 3.4603 23.3413 -4.16 0.37 -1.82
S 15.5448 6.2013 19.4255 -2.79 -1.50 1.04
S 16.5918 8.5381 19.9986 0.30 -0.60 1.38
F 16.2637 4.4317 25.5074 -0.04 -0.12 -0.21
F 19.0441 8.8036 19.0823 0.11 -0.04 -0.16
F 17.6873 8.0242 17.5835 0.09 0.02 -0.17
F 17.5860 10.1149 18.1589 0.09 0.10 -0.25
F 21.1688 3.2222 20.6800 -0.42 -0.34 0.19
F 15.0324 3.6315 19.3261 -0.17 -0.12 0.14
F 17.4754 2.6986 25.9215 0.29 0.12 -0.28
F 20.7791 1.3999 21.8015 -0.42 0.87 0.02
F 19.1642 2.3780 20.7034 0.61 0.22 0.59
F 18.3978 4.6241 25.5337 0.17 0.01 -0.09
F 17.0231 4.0354 20.0686 0.23 0.04 0.17
F 16.5851 4.2026 17.9708 0.30 0.20 -0.38
O 16.1364 3.9908 22.8587 0.95 0.11 0.89
O 20.0364 2.8258 24.0948 -0.76 -0.06 0.07
O 17.1476 9.1041 21.2036 0.96 0.00 -0.48
O 21.3031 -1.7234 24.1508 -0.23 0.60 0.44
O 14.4196 6.1893 20.3500 1.06 -0.53 -1.00
O 17.2206 6.8600 23.2731 0.52 0.16 -0.14
O 20.2958 5.9632 28.0397 0.02 -0.36 -0.25
O 15.2956 9.0406 19.6577 0.69 -0.71 -0.48
O 19.9444 6.1892 20.2307 -0.12 0.37 0.08
O 13.8121 -0.9259 27.7586 -0.06 0.51 0.36
O 17.5694 2.0595 23.0702 0.89 0.49 0.56
O 25.1398 3.0311 23.8071 0.23 0.01 -0.31
O 15.2968 6.7087 18.1071 0.72 -0.22 0.12
O 21.0793 4.6192 22.8525 -1.13 0.17 -0.29
N 15.3887 0.7970 26.1268 0.25 1.22 0.63
N 18.0416 -0.2066 25.0881 0.55 1.35 1.12
N 19.6136 7.6842 22.3588 1.66 0.18 1.51
N 16.7956 6.8177 20.2264 -0.28 3.00 -1.77
N 18.5020 4.4750 22.6924 2.88 -3.17 1.49
N 28.3701 2.2805 25.2749 -0.58 0.46 -0.32
N 17.3366 7.0122 29.9274 0.64 0.78 -0.46
C 14.0224 0.4542 25.8101 0.57 -1.30 0.38
C 17.8108 8.8819 18.5660 -0.68 0.04 1.21
C 19.9643 5.7117 18.8908 -1.42 -0.65 -0.88
C 19.5376 7.5407 23.8248 -1.68 -0.91 0.80
C 18.4290 -1.5602 23.1787 0.60 -0.78 -0.51
C 13.6629 -0.9489 26.3664 -0.26 0.62 -1.03
C 16.0951 4.3950 19.1825 -0.53 0.52 0.19
C 19.1492 6.7669 28.1565 -0.92 0.12 1.14
C 13.1462 -1.9477 28.4327 0.31 -1.04 0.32
C 18.2146 6.1073 29.1793 0.04 -1.36 0.66
C 20.2598 2.5870 21.4516 0.08 -0.53 -0.92
C 21.0438 6.2101 26.8759 0.41 0.25 -0.20
C 18.0350 7.6151 24.2102 0.28 -0.15 -0.28
C 26.2640 2.2593 24.1694 -1.17 -0.61 1.41
C 17.3946 4.9761 28.5638 -0.12 -0.48 0.12
C 15.8484 7.2697 23.2704 -0.84 0.18 0.35
C 22.6253 -1.4620 24.5885 0.06 -0.49 -1.18
C 13.8192 0.5066 24.3145 -0.87 0.01 -0.14
C 27.9579 3.9793 23.4505 -0.57 -0.16 1.08
C 20.3907 -0.7312 24.5908 0.20 -0.12 0.76
C 17.3911 3.8014 25.2092 -0.01 0.12 0.15
C 23.9937 2.2946 23.3862 1.01 0.36 -0.14
C 21.1614 6.8996 20.5531 0.45 -0.78 0.33
C 27.3666 3.1783 24.6326 0.91 -0.98 -0.12
C 21.0640 7.5308 21.9435 -1.21 0.78 -0.29
C 18.9725 -1.2313 24.5750 -2.52 0.66 -1.44
H 13.5371 -2.9216 28.1034 -0.29 -0.05 -0.12
H 23.2402 -1.9785 23.8454 0.24 -0.20 0.43
H 18.5478 6.8628 27.2473 0.47 0.20 -0.35
H 12.6258 -1.1617 26.0726 -0.07 -0.18 0.19
H 20.7752 5.5289 26.0626 -0.24 0.13 -0.06
H 29.2293 2.8019 25.4045 0.13 -0.23 -0.06
H 14.3972 -0.2648 23.8028 0.03 0.03 -0.03
H 14.3160 -1.6833 25.8784 0.06 -0.21 0.22
H 27.1320 4.3701 22.8579 0.17 0.21 -0.15
H 19.3493 8.6639 22.2681 -0.19 -0.18 -0.95
H 28.5863 3.3190 22.8542 -0.03 0.03 -0.11
H 21.4492 7.6423 19.8062 -0.65 0.00 -0.24
H 16.9045 6.4842 30.6764 -0.12 -0.05 -0.08
H 14.0412 1.4802 23.8787 0.33 0.02 0.19
H 13.3666 -1.9172 29.5015 0.14 0.43 -0.07
H 24.3578 1.3999 22.8711 -0.43 0.04 -0.36
H 28.5297 1.5262 24.6142 0.47 0.00 0.15
H 17.7221 0.5084 24.4378 0.22 -0.74 -0.89
H 13.3001 1.1008 26.3150 0.37 0.49 -0.02
H 20.9544 7.2599 26.5734 -0.18 -0.04 -0.18
H 17.9306 7.1386 25.1842 -0.27 0.34 0.14
H 19.4568 7.7385 28.5609 -0.15 0.28 -0.36
H 26.6054 1.4989 23.4482 -0.06 0.58 -0.70
H 16.8424 4.4070 29.3173 0.20 0.12 0.24
H 20.1036 8.2475 24.4395 -0.05 0.44 -0.43
H 22.7935 -1.8573 25.5911 0.10 0.18 0.08
H 17.9720 7.6607 30.3927 -0.41 0.15 0.06
H 26.9809 3.7916 25.4464 -0.13 0.36 -0.31
H 17.6296 8.6269 24.1774 0.24 0.13 0.28
H 18.7413 -2.1059 25.1856 0.95 -0.11 0.18
H 23.5073 3.0216 22.7383 -0.50 -0.54 -0.18
H 21.9214 6.1150 20.5081 0.29 0.27 0.35
H 19.9033 6.5733 24.1741 0.06 -0.16 -0.57
H 18.0494 4.2515 28.0782 0.05 0.10 -0.05
H 16.1662 0.3016 25.6984 -0.65 -0.48 -0.25
H 16.6140 5.2705 27.8608 0.25 0.48 -0.12
H 22.1122 6.0658 27.0480 -0.09 -0.21 0.38
H 12.0544 -1.9386 28.3417 0.02 0.17 -0.34
H 22.9198 -0.4126 24.4893 -0.31 0.13 0.34
H 18.9439 5.7831 18.4947 0.15 0.66 0.01
H 25.9448 1.6178 25.0069 0.27 0.14 0.24
H 23.3303 1.9741 24.1952 0.13 0.22 0.20
H 15.5229 7.3805 24.3067 -0.07 -0.38 0.00
H 20.5300 0.2045 24.0399 -0.30 -0.11 -0.42
H 20.5614 -0.4199 25.6340 0.42 -0.34 0.12
H 20.1054 4.6329 18.7624 0.83 0.11 0.69
H 18.5397 0.4392 25.7101 -0.03 -0.61 0.44
H 21.3759 8.5754 21.9564 0.90 -0.28 -0.30
H 18.8869 5.6390 29.9142 0.19 -0.16 -0.30
H 21.6164 6.9470 22.6708 -0.19 -0.02 0.10
H 15.2564 6.5350 22.7312 0.17 -0.25 0.19
H 15.6656 8.2312 22.7929 0.55 0.09 -0.11
H 20.6548 6.2874 18.2815 -0.02 -0.02 -0.02
H 15.5855 0.8225 27.1187 -0.29 -0.08 0.03
H 28.5611 4.7841 23.8706 0.08 0.14 -0.32
H 12.7526 0.3529 24.1178 0.10 -0.25 -0.20
H 18.4173 -0.6966 22.5105 0.29 0.09 0.09
H 17.4113 -1.9543 23.1587 -0.06 0.13 0.54
H 19.0342 -2.3602 22.7392 0.10 0.24 -0.16
```
Positions in Å, forces in eV/Å.

Computed properties:
Calculated total energy   -6298.1416 Eh
2S+1   5

M, respectively: 227.76, 418.62, 90.19, 1102.03 g/mol.